1.
C52H41BiCl2N2O4P2Te | the ωB97M-V functional and the def2-TZVPD basis

Computed properties:
Calculated total energy = -122514.7908 eV
Total charge = 0
Orbital gap = 7.06 eV
E_LUMO = -0.48 eV

Geometry as XYZ:
```
105
Properties=species:S:1:pos:R:3:forces:R:3
C -3.866 -1.992 -0.210 0.017 -0.043 0.127
C -3.484 3.810 -2.099 0.055 0.005 -0.013
H 1.286 0.915 -4.370 -0.013 0.010 -0.009
H 4.080 -1.280 2.840 0.018 0.018 0.019
H -0.420 -0.192 4.639 0.011 0.005 0.007
H 0.748 3.249 2.023 0.008 0.009 0.005
C 5.228 -2.652 1.977 0.057 -0.029 -0.006
H -3.467 1.043 -4.062 0.007 -0.006 0.015
C -5.648 5.242 2.432 -0.071 0.019 -0.020
C -4.954 3.158 1.491 0.052 0.039 0.043
N 4.812 -1.354 2.152 -0.007 -0.017 -0.042
C -2.395 -0.987 4.921 0.017 0.007 0.003
N -4.544 5.370 3.162 -0.007 0.038 0.022
O 0.585 -0.004 -2.090 -0.059 0.090 -0.011
C -3.648 4.393 3.062 0.081 -0.045 0.029
C 5.956 0.589 1.259 -0.019 -0.021 0.004
C -3.190 2.512 -2.520 -0.074 -0.001 -0.021
C -3.606 -3.310 0.179 -0.021 0.021 0.062
P -2.291 1.410 -1.414 0.425 -0.015 0.227
H 1.630 -0.121 0.334 -0.014 0.017 -0.065
H -0.238 2.937 -2.809 -0.028 -0.004 -0.004
C -5.208 -4.120 -1.422 0.013 0.000 0.010
Cl 3.594 -3.142 4.094 -0.011 -0.019 0.014
Bi -1.157 -1.146 -1.831 -0.215 0.210 0.482
H -2.312 -1.023 6.000 0.004 -0.002 0.012
C -0.035 3.016 -1.747 -0.003 0.013 -0.049
H -2.873 -3.511 0.951 0.014 0.015 0.010
H -3.038 2.513 2.223 0.008 -0.050 0.023
H 7.203 -4.771 0.196 0.007 -0.017 -0.005
C -1.334 -0.514 4.159 -0.025 -0.016 0.014
Cl 6.800 -2.114 -0.221 -0.017 0.030 0.034
C -3.317 0.927 -0.070 0.015 -0.278 -0.379
H 4.931 2.895 -0.985 0.001 0.003 -0.002
C 2.971 -4.007 0.079 -0.017 0.059 0.120
C 6.032 -5.384 1.890 -0.007 0.013 0.006
H -6.176 -2.622 -2.614 -0.002 -0.005 -0.002
C -4.271 4.631 -2.888 -0.002 0.011 0.003
H -4.974 -0.749 -1.575 0.029 -0.008 0.020
C -4.276 -4.362 -0.419 -0.026 -0.037 -0.022
C 6.004 1.708 0.453 -0.019 0.011 -0.022
C 6.124 -3.140 1.009 -0.006 0.069 0.004
H -6.816 4.151 1.010 -0.005 -0.015 -0.016
H 6.344 -6.417 1.852 0.003 -0.017 0.004
C -2.617 -0.890 2.155 0.167 0.032 -0.006
C -0.890 2.414 -0.824 -0.137 0.125 -0.017
C -1.445 -0.465 2.780 0.081 -0.055 -0.048
C 2.445 -1.804 -0.744 0.046 -0.039 0.163
H -4.386 -1.786 4.896 -0.002 -0.002 0.011
C 1.766 -0.314 -2.699 -0.001 -0.053 0.092
Te -5.275 1.513 0.212 -0.096 0.129 0.123
H 2.363 -1.356 1.342 -0.021 0.026 -0.013
H -5.728 -4.945 -1.889 -0.010 -0.007 -0.002
C -3.802 3.276 2.256 -0.058 0.020 -0.014
H 6.782 0.335 1.910 0.010 -0.005 0.006
H 2.251 4.321 0.378 0.007 0.006 0.007
O 0.765 -3.107 -1.878 0.114 -0.074 0.042
H 3.859 -4.577 0.344 -0.055 -0.005 -0.039
H -1.263 2.033 1.243 0.007 -0.027 0.010
C 6.512 -4.469 0.971 -0.005 0.015 0.012
C 3.941 -1.330 -2.723 -0.030 0.029 -0.003
O 0.095 -1.944 -0.127 -0.111 0.043 -0.054
C 2.489 -0.786 0.418 -0.020 -0.099 0.043
H -4.858 2.515 -5.467 -0.008 -0.004 -0.014
C -3.559 -1.418 4.303 -0.021 -0.015 0.022
P -2.774 -0.651 0.376 -0.187 -0.218 -0.385
H -3.098 4.173 -1.153 0.000 -0.013 0.002
C 1.026 -2.403 -0.902 0.117 0.009 -0.156
C 4.223 -0.720 -3.937 0.038 -0.013 0.011
C 1.080 3.709 -1.315 0.041 0.011 0.003
H 6.877 2.346 0.463 0.012 0.012 -0.004
H -0.611 -0.120 2.180 -0.002 0.013 -0.023
H -4.588 -1.705 2.445 0.012 0.015 -0.022
H 3.478 0.562 -5.489 0.002 0.006 -0.006
H 2.399 -3.812 0.995 -0.009 -0.010 -0.008
C 2.045 0.284 -3.924 0.024 -0.015 0.049
C 0.529 3.189 0.964 -0.018 -0.022 0.016
C 4.914 2.014 -0.355 0.034 0.018 0.013
H 2.357 -4.582 -0.617 -0.003 -0.009 0.002
C -3.673 -1.374 2.921 -0.063 0.026 0.018
H -6.374 6.043 2.518 -0.002 0.006 0.005
H -2.752 4.503 3.665 0.005 0.006 -0.002
C -5.900 4.171 1.587 0.005 0.002 -0.012
H 2.939 1.454 -0.948 -0.039 0.014 -0.041
C 4.755 -3.625 2.880 0.011 -0.014 0.034
C 4.846 -0.251 1.241 0.037 -0.016 0.009
H -5.382 4.808 -4.712 -0.006 0.008 -0.015
H 4.725 -5.626 3.588 0.005 -0.016 -0.004
C 3.271 0.086 -4.539 -0.010 0.017 -0.034
C 3.798 1.200 -0.341 0.005 -0.030 0.023
C 1.368 3.794 0.043 0.014 0.015 -0.002
O 3.428 -2.804 -0.514 -0.045 0.057 -0.240
C -4.476 2.877 -4.522 -0.012 0.004 -0.006
H -4.068 -5.377 -0.105 -0.003 -0.010 -0.002
C -5.458 -2.820 -1.829 -0.002 0.000 0.002
C 3.742 0.048 0.447 0.010 0.031 -0.023
H 5.184 -0.878 -4.407 0.003 -0.001 -0.008
C -0.599 2.502 0.531 0.032 -0.024 -0.024
H 1.738 4.175 -2.038 0.005 0.002 -0.005
C -4.783 -1.761 -1.233 -0.043 0.062 -0.052
C -4.767 4.164 -4.098 -0.006 0.012 -0.014
C 2.724 -1.139 -2.088 0.000 0.024 -0.045
C 5.139 -4.949 2.854 0.001 -0.016 0.019
C -3.690 2.051 -3.731 -0.007 -0.033 -0.033
H 4.676 -1.963 -2.247 0.021 -0.031 0.016
H -4.500 5.634 -2.555 -0.009 0.012 -0.007
```
Positions in Å, forces in eV/Å.

=====

2.
C21H59Fe2N5O15P | the ωB97M-V functional and the def2-TZVPD basis

Computed properties:
Calculated total energy = -138958.5063 eV
Total charge = +1
Orbital gap (spin up / spin down) = 7.87 / 7.56 eV
Multiplicity = 9
<S²> = 20.015
E_LUMO (spin up / spin down) = -2.41 / -2.72 eV

Geometry as XYZ:
```
103
Properties=species:S:1:pos:R:3:forces:R:3
C -4.316 -4.936 0.050 0.120 -0.202 -0.661
Fe -2.633 -2.101 -0.737 0.916 -1.476 0.577
H -5.592 3.348 -5.004 0.642 -0.008 0.325
H -2.805 2.235 -2.063 -0.079 0.301 -0.130
H 0.869 2.250 0.953 0.132 0.153 -0.030
C -0.128 0.037 -2.078 -0.077 0.035 -0.717
P -4.441 -0.251 -0.847 0.431 -1.539 1.928
C -7.005 -4.120 3.019 1.235 0.260 1.265
H -1.717 4.856 -2.497 -0.028 -0.010 0.004
N 0.883 -2.838 1.351 0.739 -0.759 0.774
O -5.957 2.815 0.588 -0.237 0.441 -0.282
C -6.508 -2.448 1.261 -0.436 -0.859 -0.814
H -4.198 -1.475 -4.149 -0.255 -0.100 -0.208
O -2.117 2.916 -1.976 0.509 -0.274 0.345
H -4.791 -8.003 0.798 0.126 0.046 -0.159
H -0.366 3.592 3.487 0.276 0.026 -0.639
H -0.156 1.843 3.630 0.032 0.062 0.004
O -1.284 -2.446 0.826 0.162 0.088 -0.140
H -4.017 -6.164 3.003 -0.407 -0.419 -0.263
H -2.973 -5.116 2.168 0.126 -0.019 -0.417
H -5.408 -2.914 -2.048 -0.138 -0.554 -0.575
H -7.911 -4.022 3.616 -0.217 -0.116 -0.301
C -6.015 2.970 -4.068 -0.583 0.171 -0.887
O -3.437 -0.651 0.292 2.718 1.259 1.540
H -5.842 2.012 0.056 -0.287 0.056 0.461
H -4.997 -5.008 -0.808 -0.106 0.178 0.020
H -1.723 2.627 3.804 -0.209 -0.379 -0.421
H 2.447 -4.265 1.110 -0.218 -0.055 -0.147
H -5.791 4.555 -0.620 0.010 -0.108 -0.042
C -8.064 -4.287 0.853 1.192 -0.752 -0.038
H 1.394 -4.549 2.531 -0.275 -0.047 -0.271
C 0.025 2.942 0.921 0.186 -0.349 -0.139
H -0.664 -3.998 1.986 0.000 -0.149 -0.230
C -5.199 3.829 -0.064 1.111 -1.079 0.750
H -4.563 4.306 0.693 -0.422 0.441 -0.020
H -7.551 -4.045 -3.537 0.250 -0.226 0.045
H 2.542 -3.249 2.530 0.020 -0.011 -0.013
O -3.087 1.525 1.973 -0.694 -0.658 1.047
O -3.493 -4.024 0.152 0.262 0.272 0.063
C -0.413 -3.123 1.374 0.056 0.480 -0.160
C -3.747 -0.815 -4.896 0.390 0.255 0.621
H -5.276 2.579 -3.375 0.150 0.060 -0.120
C -6.857 -3.227 -3.324 -0.937 -0.157 0.045
H -8.880 -4.698 1.440 -0.274 0.589 0.050
O -1.342 -0.535 -1.581 -0.111 0.055 -0.242
H -7.469 -2.485 -2.805 0.197 0.230 -0.017
H 2.087 -1.800 -0.024 -0.158 -0.325 -0.059
H 0.366 3.930 1.224 -0.097 -0.003 0.133
H -7.278 0.091 -0.157 -0.309 0.439 -0.120
C -3.513 -6.052 2.040 0.461 0.392 0.412
O -3.745 0.530 -4.422 -0.140 -0.189 0.374
C -0.800 2.627 3.222 -0.056 -0.327 1.397
O -4.458 -1.762 -1.319 -1.924 1.325 -2.144
H 2.226 -1.197 1.546 -0.581 0.122 0.567
H 0.706 -0.935 0.515 -0.019 0.214 0.541
C -2.505 4.119 -2.620 -0.874 -0.441 -0.224
C -8.725 1.203 -0.990 1.167 -0.282 0.149
O -3.793 0.736 -1.784 -0.855 -0.085 0.166
N -1.012 2.432 1.815 -0.281 0.854 -0.550
H -3.452 4.465 -2.190 0.231 0.362 0.067
H -2.003 0.187 -1.601 -0.201 -0.252 -0.078
O -8.236 0.051 -0.313 -0.271 -0.621 0.287
H -2.718 3.940 -3.678 0.325 0.103 -0.040
H -4.451 3.290 -0.663 -0.246 0.506 -0.586
H -2.714 -1.159 -5.021 -0.029 -0.052 -0.272
N -4.399 -5.958 0.903 -0.328 0.138 0.284
H -8.375 -3.761 -0.044 -0.098 0.290 0.207
H -6.572 -2.812 -4.290 0.372 0.110 0.095
N -7.120 -3.536 1.708 -1.029 -0.236 -0.114
H -6.213 -3.669 3.625 -0.087 0.513 -0.374
C -2.152 1.980 1.305 -0.018 0.351 -0.324
Fe -4.450 -0.121 1.834 -0.425 0.473 -0.200
H -6.668 -5.159 3.001 -0.481 -0.163 -0.479
H 0.561 -0.732 -2.425 0.072 -0.220 0.729
C -6.917 0.722 -3.871 -0.825 -0.236 -0.334
H -5.810 -7.046 -0.267 0.070 0.305 -0.029
C 1.479 -1.612 0.871 0.116 -0.022 -1.661
H -6.081 -7.092 1.495 -0.101 0.240 -0.042
O -5.675 -1.793 1.883 0.795 0.494 1.563
O -5.790 -3.697 -2.519 0.145 0.292 0.367
O -7.693 -0.182 -4.140 0.269 -0.052 0.196
C -7.953 2.282 -5.449 0.286 -0.452 0.407
C -5.326 -7.054 0.706 0.008 -0.618 0.306
H -7.489 2.918 -6.201 -0.144 -0.060 -0.166
H -8.775 2.815 -4.967 0.002 0.110 0.001
H -6.159 0.646 -3.077 0.102 -0.028 -0.081
H -7.505 -5.176 0.542 -0.127 -0.025 -0.303
H -3.823 0.496 -3.438 0.151 0.140 -0.958
H -9.361 0.857 -1.803 -0.217 0.281 0.073
H -6.540 3.831 -3.641 -0.116 -0.200 0.302
H -7.863 1.735 -1.409 -0.231 0.181 -0.214
N -6.930 1.918 -4.480 0.167 0.592 0.560
H -8.346 1.360 -5.869 0.002 0.093 -0.195
O -5.545 0.231 0.140 -0.629 0.344 -2.223
H -2.809 -6.870 1.885 0.010 -0.022 0.166
H -6.769 -2.250 0.215 0.042 0.435 0.057
H 0.252 0.710 -1.310 0.475 -0.124 -0.132
C 1.847 -3.797 1.890 0.408 0.409 0.562
H -4.281 -0.872 -5.842 -0.027 -0.053 0.015
H -0.335 3.002 -0.106 -0.173 -0.068 0.054
H -2.243 2.120 0.222 0.120 -0.264 -0.022
H -9.202 1.887 -0.287 -0.316 -0.086 -0.135
H -0.299 0.599 -3.000 -0.379 0.243 0.244
```
Positions in Å, forces in eV/Å.

=====

3.
C5H10O2 | the ωB97M-V functional and the def2-TZVPD basis

Computed properties:
Calculated total energy = -9435.7552 eV
Total charge = 0
Orbital gap = 8.99 eV
E_LUMO = -0.03 eV

Geometry as XYZ:
```
17
Properties=species:S:1:pos:R:3:forces:R:3
H -0.826 2.467 0.201 -0.641 -1.156 -0.070
O 1.522 -2.253 -0.622 -1.441 0.657 0.341
H 1.999 -0.693 1.381 -2.727 -1.111 -0.894
H -0.606 0.638 -1.689 -1.320 0.133 0.932
C 0.782 0.294 -0.131 -1.929 2.065 2.821
H -1.219 -0.757 -0.500 0.543 2.773 -0.127
H 1.088 1.314 0.307 0.256 -1.326 -1.898
H 1.025 -0.393 -1.090 -0.475 -0.166 -1.157
C 0.877 -0.771 0.953 0.374 1.341 2.738
H -1.630 1.262 1.219 0.006 -0.453 0.750
H -2.406 1.806 -0.217 -0.049 -0.187 -0.144
C -1.444 1.506 0.196 0.430 2.098 -0.591
C 0.475 -1.857 0.023 0.274 -4.989 -2.227
H 0.102 -0.614 1.827 1.493 0.151 -1.865
H 1.814 -0.147 -0.948 0.063 0.861 1.224
C -0.819 0.407 -0.600 2.177 -1.376 -1.809
O -0.735 -2.208 -0.310 2.966 0.685 1.975
```
Positions in Å, forces in eV/Å.

=====

> The highest total charge belongs to which entry?

C21H59Fe2N5O15P